291
Properties=species:S:1:pos:R:3 method="wB97M-V/def2-TZVPD" homo_lumo_gap_ev=8.368 lumo_ev=0.147 max_force_ev_per_a=4.05 homo_ha=-0.302 total_charge=0
C 2.03695 -5.09496 4.77092
C 0.54330 -5.40504 4.39627
C 0.73488 -6.83337 3.68488
C -0.69202 -7.53811 3.60485
C -1.53379 -7.60124 4.87820
C -1.59985 -6.25473 5.61418
N -0.25182 -5.62805 5.64012
O -0.24252 -4.42480 6.47466
C -2.68790 -5.43110 4.91341
C -2.13436 -6.42660 7.06112
C 0.03917 -4.36818 3.36212
H 2.43833 -5.62642 5.63380
H 2.01327 -4.04858 5.07526
H 2.70135 -5.16445 3.90961
H 1.03068 -6.57359 2.66846
H 1.52999 -7.33711 4.23456
H -0.66571 -8.54455 3.18713
H -1.25084 -6.95483 2.87300
H -1.16517 -8.44108 5.46720
H -2.52727 -7.83264 4.49408
H -3.63999 -5.94782 5.03442
H -2.67468 -4.36200 5.12545
H -2.61715 -5.43172 3.82572
H -3.14359 -6.83585 7.10695
H -1.40756 -7.00052 7.63600
H -2.34050 -5.48113 7.56281
H -0.97263 -4.43731 2.96264
H 0.63998 -4.19677 2.46895
H 0.10757 -3.36601 3.78530
H -0.74980 -3.81550 5.93333
C 0.21540 -0.30412 2.33085
C -0.04354 -0.45974 0.78719
C -1.63352 -0.56678 0.61241
C -2.14464 -0.39291 -0.84946
C -1.56233 0.95052 -1.34031
C -0.01861 1.23511 -1.20331
N 0.46757 0.71735 0.10154
O 1.85894 0.79264 0.21857
C 0.67833 0.63807 -2.42349
C 0.15474 2.77325 -1.23597
C 0.51871 -1.79847 0.16867
H -0.17023 0.67568 2.61259
H 1.28432 -0.41249 2.51461
H -0.26640 -1.06380 2.94638
H -2.10541 -1.47191 0.99473
H -2.07400 0.13661 1.31902
H -3.22306 -0.32525 -0.99282
H -1.86370 -1.16000 -1.57107
H -2.15405 1.70860 -0.82720
H -1.74828 0.86975 -2.41129
H 1.74385 0.86588 -2.45301
H 0.63690 -0.44574 -2.53184
H 0.20888 0.91783 -3.36659
H 1.07505 3.00460 -1.77226
H -0.67544 3.45774 -1.41024
H 0.47723 3.22572 -0.29822
H 0.18516 -1.89941 -0.86412
H 0.15271 -2.57029 0.84576
H 1.60665 -1.79835 0.23565
H 2.20061 0.08797 -0.33667
C 0.82542 6.09112 0.34269
C -0.08271 7.06128 -0.49300
C 0.96789 7.93939 -1.39198
C 0.32869 8.51884 -2.64289
C -0.54947 7.48650 -3.36822
C -1.63600 6.80468 -2.54409
N -1.04214 6.26079 -1.30354
O -1.96535 5.41850 -0.60839
C -2.81422 7.77856 -2.37258
C -2.11456 5.62043 -3.49194
C -0.77930 8.05399 0.41083
H 0.30939 5.79520 1.25606
H 1.74098 6.59043 0.65978
H 1.21140 5.21581 -0.17975
H 1.31760 8.79686 -0.81706
H 1.87441 7.39812 -1.66279
H 1.11039 8.92364 -3.28569
H -0.26467 9.34095 -2.24269
H 0.17487 6.71817 -3.63859
H -0.89808 8.05878 -4.22791
H -2.97354 8.38992 -3.26082
H -3.73486 7.25392 -2.11710
H -2.63630 8.42564 -1.51367
H -2.86893 4.98337 -3.03023
H -2.67840 6.06885 -4.30992
H -1.26586 5.03100 -3.83889
H -1.80331 7.76551 0.64810
H -0.92854 9.08380 0.08629
H -0.28807 8.14742 1.37936
H -1.79347 4.53962 -0.95426
C -4.73275 -5.31769 -1.54096
C -4.18813 -3.93422 -1.58678
C -2.70370 -4.00229 -1.13687
C -1.77979 -4.54325 -2.14296
C -1.81010 -3.69046 -3.44109
C -3.28692 -3.47601 -3.96661
N -4.20788 -3.07660 -2.80820
O -5.41458 -2.85872 -3.36498
C -3.17739 -2.36422 -5.02433
C -3.84382 -4.63038 -4.78620
C -4.86330 -3.15789 -0.46450
H -4.71206 -5.66532 -0.50809
H -4.18806 -6.07989 -2.09814
H -5.78010 -5.41985 -1.82507
H -2.24351 -3.02471 -0.99309
H -2.49900 -4.58644 -0.23968
H -2.11266 -5.56566 -2.32180
H -0.72917 -4.62212 -1.86356
H -1.25271 -4.13359 -4.26636
H -1.28455 -2.74686 -3.29450
H -2.67672 -1.47419 -4.64314
H -2.69465 -2.69035 -5.94558
H -4.18133 -2.12337 -5.37389
H -4.84348 -4.36532 -5.13047
H -3.17560 -4.99377 -5.56692
H -4.09109 -5.46336 -4.12810
H -5.93634 -3.33821 -0.39987
H -4.53963 -2.12563 -0.59773
H -4.45588 -3.50849 0.48376
H -5.64861 -1.97124 -3.08355
O 1.56793 2.72792 -7.09413
H 2.02940 2.57132 -6.27026
H 2.01500 3.48112 -7.48020
O -6.45931 2.33491 1.14475
H -6.04701 2.91428 1.78551
H -7.34641 2.20075 1.47836
O -7.46063 -0.82142 -1.11585
H -6.59106 -0.62713 -1.46562
H -8.01082 -0.10295 -1.42781
O 1.67935 0.08401 -8.25320
H 0.81146 -0.11698 -8.60335
H 1.56668 0.91757 -7.79635
O -5.26608 0.32918 -2.74219
H -5.45464 0.90645 -3.48207
H -5.06816 0.92352 -2.01844
O -0.83617 4.69344 -6.16081
H -1.70584 4.30681 -6.26298
H -0.39544 4.51579 -6.99173
O 4.10188 6.41067 -2.83612
H 4.10874 5.45513 -2.78012
H 3.18139 6.65068 -2.72975
O -1.48631 -1.77365 5.45335
H -1.83089 -0.92888 5.16379
H -1.02314 -1.57751 6.26774
O -5.79125 2.54661 -1.46230
H -6.04936 3.45503 -1.61849
H -6.09455 2.36033 -0.57374
C -3.63733 5.51770 2.57651
C -3.89280 4.01021 2.23730
C -2.71930 3.08845 2.40458
O -4.90062 3.39726 3.02519
H -3.45842 5.53625 3.65156
H -4.61519 5.97659 2.43051
H -3.15659 6.23845 1.91506
H -4.25904 3.96063 1.21187
H -2.80467 2.17182 1.82099
H -2.51739 2.94502 3.46607
H -1.93349 3.56154 1.81569
H -4.71963 3.61757 3.94187
C 2.55934 2.09897 3.89468
C 1.90272 2.06784 5.30252
C 0.34926 2.07837 5.39002
O 2.21573 0.88391 5.96535
H 3.50759 2.63127 3.96922
H 1.96062 2.66449 3.18068
H 2.72634 1.07530 3.55954
H 2.25257 2.84405 5.98312
H -0.09357 1.12813 5.09163
H -0.06822 2.77919 4.66707
H -0.00980 2.37113 6.37666
H 3.07802 0.48640 5.82373
C 5.91468 -1.60908 2.28895
C 4.93225 -2.79355 2.47194
C 3.66361 -2.23283 3.19699
O 4.70658 -3.35036 1.18840
H 5.49587 -0.71760 1.82209
H 6.83228 -1.91889 1.78882
H 6.08408 -1.31715 3.32538
H 5.55885 -3.38526 3.13928
H 3.73139 -2.61638 4.21502
H 2.71231 -2.61504 2.82682
H 3.55181 -1.19519 3.51149
H 5.53297 -3.64575 0.79927
C 0.86567 -0.94232 9.96384
C -0.22364 -0.91433 8.92409
C -0.67082 0.40900 8.41658
O 0.33293 -1.59691 7.83588
H 1.69349 -0.23363 9.93938
H 1.29849 -1.94208 9.92852
H 0.48118 -0.84128 10.97877
H -1.00563 -1.63871 9.15180
H 0.23114 0.97413 8.18165
H -1.19627 0.95275 9.20166
H -1.22977 0.44666 7.48156
H 0.26199 -2.54545 7.96559
C 5.70662 1.62696 0.00525
C 4.84881 2.68139 -0.63209
C 4.60722 3.64108 0.57733
O 5.46518 3.36518 -1.69809
H 5.72952 0.73276 -0.61764
H 5.37058 1.28136 0.98287
H 6.70873 1.99821 0.21987
H 3.92286 2.24070 -1.00154
H 5.56723 4.06136 0.87708
H 4.08962 3.18127 1.41921
H 3.94293 4.39718 0.15884
H 5.99228 4.02653 -1.24381
C 2.22652 -4.90487 -6.47537
C 1.53080 -3.54690 -6.50959
C 1.28341 -2.98803 -5.07763
O 2.37307 -2.73070 -7.30153
H 2.59844 -5.33815 -7.40384
H 1.61177 -5.68830 -6.03218
H 3.08808 -4.80781 -5.81478
H 0.65408 -3.75051 -7.12442
H 0.35946 -2.40996 -5.06200
H 2.10536 -2.36260 -4.72927
H 1.17981 -3.75339 -4.30846
H 1.95786 -1.88539 -7.48769
C 6.29540 -3.00976 -3.59145
C 7.31685 -2.80034 -2.47308
C 6.84893 -1.67060 -1.55173
O 7.22830 -4.00663 -1.72288
H 6.34029 -4.02117 -3.99535
H 6.33782 -2.32993 -4.44241
H 5.31233 -2.98486 -3.12129
H 8.30963 -2.68292 -2.90747
H 7.33346 -1.63349 -0.57604
H 5.84541 -1.95509 -1.23534
H 6.92580 -0.64954 -1.92541
H 7.90361 -4.16119 -1.05831
C 5.39128 1.87979 -4.96056
C 3.98123 1.55249 -5.34678
C 3.48070 0.17974 -4.92546
O 3.14822 2.44080 -4.56586
H 5.54487 1.88671 -3.88146
H 5.72652 2.83984 -5.35300
H 6.03540 1.09314 -5.35349
H 3.84186 1.66257 -6.42222
H 2.50194 -0.03972 -5.35201
H 3.47980 -0.00793 -3.85174
H 4.16190 -0.54490 -5.37151
H 3.54348 2.47746 -3.69178
C -1.61066 0.41537 -6.47041
C -3.08482 0.56950 -6.92170
C -3.86548 1.56121 -6.00295
O -3.10761 1.22317 -8.14039
H -1.35659 -0.31275 -5.70010
H -1.15826 1.36063 -6.17055
H -1.00719 0.03850 -7.29618
H -3.62866 -0.36047 -7.08752
H -4.33121 0.92050 -5.25416
H -4.76998 1.90121 -6.50731
H -3.30732 2.23304 -5.35087
H -2.38287 0.88044 -8.66849
C 2.84507 -4.17988 -1.81931
C 2.89258 -5.48313 -1.02285
C 2.95257 -6.83538 -1.90996
O 4.13283 -5.61520 -0.36412
H 2.93704 -3.29625 -1.18776
H 1.82278 -4.18630 -2.19745
H 3.45741 -4.13034 -2.71969
H 2.05707 -5.46628 -0.32304
H 2.07525 -7.11725 -2.49216
H 3.05863 -7.66917 -1.21596
H 3.84916 -6.87141 -2.52878
H 4.35494 -4.77349 0.04060
C 2.71685 7.13521 4.17774
C 1.24668 6.98424 4.32838
C 0.65013 5.48613 4.52722
O 0.77244 7.86198 5.27884
H 3.11938 8.12017 3.94131
H 3.16944 6.46539 3.44658
H 3.14930 6.76295 5.10646
H 0.90421 7.23367 3.32408
H 0.70354 4.97577 5.48888
H 1.18695 4.81215 3.85963
H -0.38661 5.43002 4.19538
H -0.16046 7.65924 5.37980
C -3.93176 -0.36885 4.08885
C -4.88001 -1.21874 3.26273
C -4.50665 -2.75461 3.42817
O -6.21816 -1.19136 3.83697
H -2.92950 -0.68952 3.80469
H -4.09870 -0.44948 5.16297
H -4.26495 0.65508 3.91965
H -4.94729 -0.85439 2.23763
H -3.60506 -3.03480 2.88344
H -5.27520 -3.38736 2.98427
H -4.60814 -2.96725 4.49240
H -6.84255 -1.34713 3.12460